15
Properties=species:S:1:pos:R:3:forces:R:3:lowdin_charge:R:1 method="wB97M-V/def2-TZVPD" charge=0 multiplicity=1 gap_ev=8.475 homo_energy_ev=-8.7 molar_mass_g_mol=203.452 lumo_ev=-0.190 de_lowest_kj_mol=194.2 largest_force_ev_per_a=6.20
C -0.51246 -1.48925 0.95997 2.467 -2.426 -0.041 -0.60
C 0.88212 -1.29194 0.30494 -3.348 3.188 -0.573 -1.13
C -0.36692 0.49815 -0.10369 2.232 -4.693 3.383 -0.33
C 0.31994 1.51149 0.78458 0.917 -1.263 -2.965 -0.04
C -0.83287 0.41062 -1.48620 0.655 0.012 0.247 -0.54
O -0.74918 -2.53805 1.51113 -1.146 1.824 -0.230 0.12
O -1.20249 -0.39897 0.70321 -1.455 0.676 0.460 0.03
Cl 2.12511 -0.99411 1.39550 0.934 0.035 0.408 0.75
Cl 1.13545 -2.31034 -1.00553 0.500 -0.738 -0.726 0.72
Cl 0.60187 0.73974 -2.44531 0.537 -0.127 -1.046 0.63
H -0.18323 2.37098 0.56067 -1.105 2.993 0.051 0.06
H 1.37003 1.63933 0.45833 -0.477 -0.070 0.181 0.09
H 0.28551 1.27040 1.80307 -0.245 -0.511 1.252 0.07
H -1.52479 1.12234 -1.81968 -1.167 1.403 -0.071 0.06
H -1.34807 -0.54039 -1.62098 0.701 -0.300 -0.330 0.11